Record 1
A single C5H8N2 molecule, computed with ωB97M-V/def2-TZVPD.

For the HOMO-LUMO gap, the calculation gives 0.2868 Eh. The relative energy (zero: lowest compared OMol25 entry of this formula, charge and spin) is 249.0 kJ/mol.

```
15
Properties=species:S:1:pos:R:3:forces:R:3:nbo_charge:R:1
H 0.231640 2.147218 0.743730 -0.0392 -0.1367 0.0557 0.20
C 0.145887 1.194758 1.283158 -0.0076 0.0931 0.0795 -0.42
H 0.122045 -1.719108 -2.306286 0.0186 0.0085 0.2381 0.20
H 2.111190 0.901802 -0.448849 -0.1642 -0.0035 -0.0974 0.39
C -0.240953 -1.318049 -1.360418 -0.0745 -0.1998 -0.0534 -0.49
H -0.623220 1.306048 2.050167 0.0801 -0.0336 -0.1303 0.23
H -1.538721 -1.148264 1.498410 0.0302 -0.0374 -0.2883 0.22
C -1.319819 -1.779382 -0.629775 0.1281 0.5734 -0.0713 -0.13
N 1.532019 0.426454 -1.125587 0.0623 -0.0839 0.0025 -0.79
H 1.097530 1.000549 1.799848 -0.1592 -0.0246 -0.1124 0.20
N -0.224796 0.113355 0.401142 0.1451 -0.1423 -0.3696 -0.39
C -1.427856 -0.763737 0.475672 0.0495 0.0677 0.1748 -0.33
H 2.031071 0.017208 -1.900509 -0.0832 0.0317 0.1224 0.40
H -2.311846 -0.150250 0.234438 0.1011 -0.1366 0.1609 0.23
C 0.415830 -0.228602 -0.715143 -0.0870 0.0241 0.2890 0.47
```
Positions in Å, forces in eV/Å.

Record 2
A single C5H8N2 molecule, computed with ωB97M-V/def2-TZVPD.

For the HOMO-LUMO gap, the calculation gives 0.3124 Eh. The relative energy (zero: lowest compared OMol25 entry of this formula, charge and spin) is 395.0 kJ/mol.

```
15
Properties=species:S:1:pos:R:3:forces:R:3:nbo_charge:R:1
C 0.276268 0.107524 0.439395 -0.1601 0.1104 0.0173 -0.36
C 1.109195 -0.960395 0.952780 -0.0028 -0.1006 0.1549 0.22
H 2.978508 -0.354738 0.831593 0.1329 -0.1885 -0.0773 0.38
H -0.384443 2.123249 -1.343902 -0.0107 -0.2056 0.0294 0.22
N 2.447356 -1.188512 1.047459 0.1390 -0.0979 -0.1420 -0.78
H -0.961972 -1.582592 1.572963 0.0317 0.4376 0.4686 0.28
H -1.912863 1.429130 -1.916291 0.2189 -0.0527 0.0110 0.21
H 0.727489 1.107076 0.578399 -0.6236 -0.0806 0.6953 0.19
H -0.358669 0.740681 -2.449104 -0.0258 0.0969 0.0771 0.23
N -1.968113 -0.423978 -0.095122 0.0422 0.0685 -0.4426 -0.65
C -0.914983 0.203943 -0.453523 -0.1503 -0.2996 -0.0059 0.31
H -2.749989 -0.199718 -0.706658 0.0211 -0.0557 -0.1578 0.33
C -0.011223 -1.075276 1.598643 0.1786 0.4698 -0.3354 -0.29
H 2.662205 -1.545658 1.971383 0.2085 -0.1194 -0.2518 0.39
C -0.891359 1.186771 -1.602368 0.0006 0.0176 -0.0411 -0.67
```
Positions in Å, forces in eV/Å.

Record 3
A single C5H8N2 molecule in a non-equilibrium geometry, computed with ωB97M-V/def2-TZVPD.

For the HOMO-LUMO gap, the calculation gives 0.3405 Eh. The relative energy (zero: lowest compared OMol25 entry of this formula, charge and spin) is 130.8 kJ/mol.

```
15
Properties=species:S:1:pos:R:3:forces:R:3:nbo_charge:R:1
C -0.613839 -0.177815 -1.354538 1.7424 -0.3565 0.0352 -0.45
N 1.592287 -1.202215 -0.434063 0.1398 -1.3462 0.8082 -0.49
H 1.300390 -2.492566 1.166977 -0.0804 -0.1908 0.0713 0.19
H -0.900099 -1.194757 -1.576105 -0.2116 -0.0443 0.1455 0.23
H -1.708828 1.548718 0.881584 0.0735 0.1097 0.0265 0.21
C 0.931857 -0.054512 -0.871694 -2.1950 1.0100 -0.9555 -0.08
H -0.461144 2.333307 -0.105563 -0.0564 -0.0675 0.0363 0.23
C -0.266935 0.212072 0.027406 0.3430 -0.8337 1.4561 0.08
H -0.496341 -0.942384 1.915422 0.0562 0.0879 -0.1047 0.40
H -1.011775 0.583040 -2.007974 0.1848 0.1180 -0.0618 0.22
H -0.050345 1.747180 1.512116 -0.0596 0.0076 -0.0604 0.22
N -0.157299 -0.963120 0.966489 -0.7087 1.4408 -0.7424 -0.61
C 0.952621 -1.644791 0.599127 0.9902 0.0818 -0.7555 0.25
C -0.646536 1.538627 0.619990 -0.1141 -0.1697 0.0556 -0.61
H 1.535987 0.709216 -1.339173 -0.1040 0.1529 0.0456 0.21
```
Positions in Å, forces in eV/Å.

Record 4
A single C5H8N2 molecule, computed with ωB97M-V/def2-TZVPD.

For the HOMO-LUMO gap, the calculation gives 0.3545 Eh. The relative energy (zero: lowest compared OMol25 entry of this formula, charge and spin) is 18.0 kJ/mol.

```
15
Properties=species:S:1:pos:R:3:forces:R:3:nbo_charge:R:1
H 2.145974 -0.162250 -0.575117 -0.1148 -0.0526 0.0649 0.22
C -0.775784 1.424249 0.340765 -0.0431 -0.0254 -0.0291 -0.11
H 0.936550 0.135965 1.621982 0.0025 -0.3258 0.0271 0.21
H 2.575589 -1.399782 0.606365 -0.1105 0.0172 -0.0026 0.22
H 0.180010 -1.462713 1.412201 0.0534 0.1689 -0.0388 0.20
H -2.155671 2.686760 -0.819735 0.0420 -0.2306 0.0334 0.21
C 0.589932 -0.594356 0.883617 0.1233 -0.0644 0.0544 -0.20
H -1.189988 -1.361985 -1.234489 0.0614 0.2150 0.0353 0.19
C -1.213256 -0.333907 -0.889046 0.0185 -0.0943 -0.0125 0.16
N -1.958264 0.620834 -1.395098 0.1195 -0.0514 0.1626 -0.46
H 1.487358 -1.800945 -0.719776 -0.0806 0.1717 0.1335 0.21
C 1.757922 -1.013156 -0.008210 0.0775 -0.0267 -0.0755 -0.62
C -1.685669 1.729037 -0.630641 -0.0676 0.1543 0.0343 -0.10
H -0.351183 1.987650 1.159328 -0.0123 0.0147 -0.2129 0.21
N -0.470135 0.094899 0.167291 -0.0692 0.1294 -0.1741 -0.35
```
Positions in Å, forces in eV/Å.

Record 5
A single C5H8N2 molecule in a non-equilibrium geometry, computed with ωB97M-V/def2-TZVPD.

For the HOMO-LUMO gap, the calculation gives 0.2926 Eh. The relative energy (zero: lowest compared OMol25 entry of this formula, charge and spin) is 346.5 kJ/mol.

```
15
Properties=species:S:1:pos:R:3:forces:R:3:nbo_charge:R:1
C -0.363126 1.483388 -0.497732 0.1945 -0.0812 0.1506 0.11
H -1.207496 2.157823 -0.724939 0.2006 -0.1683 0.0828 0.15
C -2.209471 -0.181130 0.135396 0.0144 -0.0915 -0.0486 -0.62
H 0.190664 -1.898353 -0.119635 -1.4528 0.0978 0.8490 0.26
N 0.857203 1.836029 -0.661719 -0.2971 0.0823 0.0694 -0.66
N 2.541190 -1.273457 0.649810 0.1252 0.5673 -0.3728 -0.74
C 1.599850 -0.983284 -0.215692 0.5956 0.5380 -0.2728 0.18
H -2.356486 -0.958489 0.892663 0.0859 0.1030 -0.1655 0.22
C -0.738740 0.137781 -0.060681 0.3253 -0.2270 0.0349 -0.18
H 2.561026 -0.939404 1.610417 -0.2588 -0.2789 0.0199 0.37
H 3.430346 -1.567557 0.273600 -0.0074 0.1201 0.1596 0.39
H -2.763233 0.702715 0.484199 0.2424 -0.1590 -0.0900 0.21
C 0.258267 -0.784054 0.045994 0.0889 -0.4070 -0.5407 -0.24
H 0.905800 2.787042 -1.027954 0.0291 -0.1426 0.0544 0.34
H -2.705799 -0.519047 -0.783734 0.1142 0.0471 0.0696 0.21
```
Positions in Å, forces in eV/Å.

Record 6
2 unconnected molecules or ions with the total composition C5H8N2, computed with ωB97M-V/def2-TZVPD.

For the HOMO-LUMO gap, the calculation gives 0.3038 Eh. The relative energy (zero: lowest compared OMol25 entry of this formula, charge and spin) is 342.7 kJ/mol.

```
15
Properties=species:S:1:pos:R:3:forces:R:3:nbo_charge:R:1
C 0.338481 0.032882 1.264789 0.0016 -0.0240 0.0281 0.11
N 0.891865 0.716259 2.324348 -0.0709 0.0935 -0.0646 -0.78
H 1.902832 0.760783 2.286550 -0.1804 -0.1966 0.1062 0.39
H 0.894160 1.119142 -1.378403 0.2000 0.1092 -0.0039 0.00
H 0.709872 -2.003953 -1.146743 -0.1147 0.1000 0.0774 0.41
H -1.167095 -0.991565 -2.617203 0.0836 0.0264 0.1626 0.21
C -0.877449 0.154753 0.678863 0.0930 0.0329 0.0412 -0.36
C -1.441778 -0.434375 -1.726598 -0.2798 -0.3727 0.2086 -0.41
C -0.811033 -0.609225 -0.559333 0.0210 0.2774 -0.1678 0.14
H 1.511659 1.006188 -0.973709 -0.0489 0.1441 -0.1911 -0.01
H -2.291202 0.236648 -1.826663 0.2040 -0.1059 0.1748 0.21
H -1.712949 0.776517 0.974304 0.1671 0.0507 -0.1598 0.22
C 1.184183 -1.006910 0.576110 -0.4261 0.0415 -0.2525 0.05
N 0.396621 -1.364340 -0.429369 0.3249 0.0100 0.0731 -0.57
H 0.471834 1.607194 2.553059 0.0256 -0.1864 -0.0324 0.38
```
Positions in Å, forces in eV/Å.

Record 7
A gas-phase ion, C5H8N2 (charge +2) in a non-equilibrium geometry, computed with ωB97M-V/def2-TZVPD.

For the HOMO-LUMO gap, the calculation gives 0.3123 Eh. The relative energy (zero: lowest compared OMol25 entry of this formula, charge and spin) is 197.8 kJ/mol. Its net charge is +2.

```
15
Properties=species:S:1:pos:R:3:forces:R:3:nbo_charge:R:1
H -0.996905 -1.558644 -1.229718 -0.4617 -1.2359 -0.9101 0.34
H -0.866690 -0.419765 -3.785566 0.6417 0.7550 1.0096 0.30
H 1.453797 1.068503 3.254871 -0.0495 0.5700 0.1743 0.46
H 0.883811 0.000604 4.635663 0.9995 0.9432 -2.0573 0.48
H -0.088339 1.374489 -1.453982 0.6536 0.3521 0.9358 0.25
N 0.295901 -0.223492 1.548641 -3.4837 -4.5883 -8.4400 -0.42
C -0.312071 0.402883 -1.837998 -0.6059 0.5568 2.5697 0.27
C -0.442109 -0.695411 -0.974722 -0.1513 -0.0226 0.0072 -0.50
C -0.167014 -0.719596 0.302244 3.9602 4.4293 9.2117 0.80
C 0.467957 -0.632007 2.816142 0.3166 1.3836 -1.0211 0.39
N 1.009475 0.229563 3.586774 -0.2519 -0.8577 3.5029 -0.61
C -0.587121 0.477960 -3.157686 -0.6923 -2.6695 -3.9838 -0.75
H 0.222765 -1.547491 3.302482 -0.8387 -1.0010 -0.5059 0.27
H -1.202941 1.261624 -3.531603 -0.9451 1.3286 0.2331 0.37
H 0.329485 0.980781 -3.475543 0.9084 0.0564 -0.7260 0.37
```
Positions in Å, forces in eV/Å.

Record 8
A single C5H8N2O molecule in a non-equilibrium geometry, computed with ωB97M-V/def2-TZVPD.

For the HOMO-LUMO gap, the calculation gives 0.3709 Eh. The relative energy (zero: lowest compared OMol25 entry of this formula, charge and spin) is 758.3 kJ/mol.

```
16
Properties=species:S:1:pos:R:3:forces:R:3:nbo_charge:R:1
C 1.323971 -0.020620 0.842665 2.5367 0.2288 -0.9351 0.00
C 1.353172 0.043926 -0.645591 -1.5091 0.1381 2.8883 0.04
H 0.037390 -1.614580 -0.164916 -2.9048 0.9365 0.6305 0.25
N -0.450335 1.485268 0.054406 3.6597 0.2844 -0.6334 -0.56
H -0.363967 0.041262 2.078182 -1.9115 0.4023 4.0790 0.22
C -0.666088 -0.684826 -0.027334 -2.0132 -1.3613 2.5182 -0.08
O 1.675561 -1.147143 -0.026556 0.0022 -1.4280 0.0933 -0.48
H -0.217275 0.252814 -2.098495 -0.7693 1.1103 2.3282 0.21
H -2.640537 0.103574 0.667221 1.7159 -3.5661 -2.6097 0.36
H 2.177296 0.008882 1.485278 0.1887 1.1244 0.5054 0.22
C -0.086918 0.285724 1.158170 0.7374 -1.0189 -7.5685 -0.11
H -2.349549 -0.724160 -1.077533 -0.6842 -0.5265 4.5465 0.35
C -0.119607 0.348502 -0.919325 0.1675 -0.6706 -1.8533 -0.15
H 2.021282 0.397090 -1.285002 3.1830 1.7795 -2.3921 0.19
N -2.207991 -0.902116 0.121210 0.8320 4.0460 -3.2640 -0.81
H 0.513594 2.126402 -0.162384 -3.2310 -1.4789 1.6667 0.34
```
Positions in Å, forces in eV/Å.

Q: relative energy (zero: lowest compared OMol25 entry of this formula, charge and spin) of number 5 (C5H8N2)?
A: 346.5 kJ/mol

Q: Look up the relative energy (zero: lowest compared OMol25 entry of this formula, charge and spin) of the sixth one.
A: 342.7 kJ/mol